No. 1
ORCA calculation (ωB97M-V with the def2-TZVPD basis set) on C3H7NOS in the gas phase at a distorted geometry.

Structure (XYZ):
```
13
Properties=species:S:1:pos:R:3:forces:R:3:mulliken_charge:R:1
S -1.8918 -0.2299 -1.3863 0.3 0.1 0.0 -0.19
O 2.1256 -1.0997 1.3582 -0.4 1.2 -0.3 -0.44
N -0.7309 0.2725 1.4100 0.3 -1.4 2.2 -0.60
C -0.1710 0.3178 -1.0815 -2.6 1.1 3.7 -0.75
C 1.5533 -0.3762 0.5754 1.7 -1.5 -1.7 -0.16
C 0.0539 -0.3996 0.3633 -0.4 0.0 -0.4 0.20
H 0.4822 -0.0105 -1.8247 1.1 -0.6 -1.0 0.45
H -0.5393 1.2526 1.5703 0.3 0.1 -0.4 0.23
H -0.3173 -1.5408 0.4502 1.0 2.5 -0.8 0.34
H -0.5505 -0.2094 2.3692 -0.4 1.0 -2.4 0.26
H -0.1432 1.4868 -0.9345 0.2 -2.3 -0.3 0.33
H 2.1617 0.1339 -0.3435 -0.9 -0.4 2.1 0.21
H -2.0326 0.4025 -2.5260 -0.2 0.3 -0.8 0.12
```
Positions in Å, forces in eV/Å.

HOMO-LUMO gap in eV: 9.55
Net charge: 0
Energy above the lowest of the compared OMol25 structures with the same formula, charge and spin in kJ/mol: 223.89
Spin multiplicity: 1
Structure (SMILES): N[C@H](C=O)CS
HOMO level in eV: -9.040
E_tot in eV: -17595.609
LUMO in eV: 0.51

=====

No. 2
ORCA calculation (ωB97M-V with the def2-TZVPD basis set) on a molecular structure, C6H8N2O2 at a distorted geometry.

Structure (XYZ):
```
18
Properties=species:S:1:pos:R:3:forces:R:3:mulliken_charge:R:1
O 1.7778 2.7095 0.0604 0.6 -0.8 -0.2 -0.58
O 3.7427 -1.4612 0.5704 -3.0 3.2 -0.4 -0.63
N 1.7665 -1.2951 -0.4996 -3.1 -0.5 -0.3 -0.15
N 2.8606 0.6817 0.1023 3.9 -0.3 3.6 -0.13
C 0.6413 0.7232 -0.6653 -3.2 4.1 2.1 -0.42
C 1.8324 1.5213 -0.1814 -2.3 -0.5 -0.3 0.55
C 2.7894 -0.7037 0.1776 4.0 -3.1 -0.5 0.30
C -2.7858 -0.1356 0.5993 0.2 0.6 -0.4 0.09
C 0.5566 -0.6201 -0.7177 -1.9 1.8 -0.2 -0.02
C -3.9911 -0.1936 0.0567 -0.7 0.1 0.2 -0.45
H -2.5872 0.3965 1.5184 0.0 0.0 0.2 0.29
H -0.5648 -1.0924 -0.8682 3.7 0.5 0.3 0.30
H -4.1167 -0.7211 -0.8904 -0.2 0.3 0.2 0.23
H 3.6466 1.0001 0.8217 -2.1 -0.4 -2.4 0.31
H -1.9035 -0.4569 0.0415 -0.5 -0.2 0.4 -0.41
H -0.3235 1.6322 -0.3240 2.5 -3.5 -1.9 0.20
H 1.5551 -2.2591 -0.3232 1.1 -0.5 0.1 0.28
H -4.8963 0.2744 0.5215 1.0 -0.6 -0.4 0.23
```
Positions in Å, forces in eV/Å.

HOMO-LUMO gap in eV: 10.11
Net charge: 0
Energy above the lowest of the compared OMol25 structures with the same formula, charge and spin in kJ/mol: 295.68
Spin multiplicity: 1
HOMO level in eV: -9.706
E_tot in eV: -13424.309
LUMO in eV: 0.40

=====

No. 3
ORCA calculation (ωB97M-V with the def2-TZVPD basis set) on C5H11N in the gas phase at a distorted geometry.

Structure (XYZ):
```
17
Properties=species:S:1:pos:R:3:forces:R:3:mulliken_charge:R:1
N -0.8230 -0.0815 -0.5623 -0.6 -0.5 0.9 -0.19
C 1.6300 -0.3122 -0.4834 -1.0 -1.8 -4.3 -0.25
C 2.5979 0.1469 0.2317 0.4 0.0 2.3 -0.56
C 0.3095 -0.9073 -0.0554 0.1 0.9 0.1 -0.44
C -0.7050 1.2615 -0.1416 -1.9 1.2 1.2 -1.18
C -2.0571 -0.5046 0.0978 -2.2 -1.0 -0.2 -0.86
H 1.8539 -0.4263 -1.6132 -0.7 0.5 1.7 0.21
H -0.6598 1.3462 0.9445 -0.7 0.0 0.7 0.43
H -1.4433 1.9897 -0.5306 -0.2 -0.9 0.1 0.33
H -2.3861 -1.5431 -0.2796 0.2 1.7 0.3 0.26
H -1.9349 -0.6653 1.2136 0.0 0.5 -0.9 0.33
H 0.3267 -1.0254 1.0846 -0.3 0.1 -1.2 0.33
H 0.1600 1.7181 -0.3436 3.7 1.3 -1.6 0.49
H 0.1517 -1.8400 -0.5942 0.3 -0.4 0.6 0.32
H 3.5257 0.4726 -0.2250 0.0 0.1 0.5 0.29
H 2.3706 0.0477 1.3135 1.0 0.7 -0.4 0.21
H -2.9168 0.3230 -0.0569 1.9 -2.2 0.2 0.27
```
Positions in Å, forces in eV/Å.

HOMO-LUMO gap in eV: 10.17
Net charge: 0
Energy above the lowest of the compared OMol25 structures with the same formula, charge and spin in kJ/mol: 229.35
Spin multiplicity: 1
Structure (SMILES): C=CCN(C)C
HOMO level in eV: -8.989
E_tot in eV: -6851.151
LUMO in eV: 1.19

=====

No. 4
ORCA calculation (ωB97M-V with the def2-TZVPD basis set) on C19H20N8O3 in the gas phase at a distorted geometry.

Structure (XYZ):
```
50
Properties=species:S:1:pos:R:3:forces:R:3:mulliken_charge:R:1
O -2.7179 2.3517 2.1204 1.2 -0.6 -1.3 -0.53
O -3.9490 0.1406 -4.6113 2.6 -1.6 0.8 -0.33
O -2.7862 0.6391 -2.6412 -2.3 0.4 -2.0 -0.80
N 3.1113 0.5113 2.6748 1.5 0.6 2.1 -0.75
N 3.7967 0.5725 3.8488 2.4 0.7 0.1 0.92
N 3.0403 0.7095 5.0372 0.3 -0.6 -4.9 -0.43
N 0.1067 -3.8291 -2.7787 1.6 -1.4 1.0 -1.30
N -0.4884 0.0528 -1.3587 -0.5 0.8 -0.3 -0.29
N 1.8588 0.6653 4.5541 -1.2 0.5 -0.9 -0.35
N 0.2742 -2.1457 -1.1100 1.5 -0.7 0.3 -0.59
N -0.6967 -2.9889 -3.4063 -1.3 0.8 0.4 0.96
C 0.5639 -3.4406 -1.6108 -1.2 3.1 -1.5 -0.18
C -1.4834 1.7651 1.7069 -0.7 -0.9 3.7 -0.21
C -1.4435 1.1669 0.5002 -2.0 1.7 -1.8 -0.09
C 5.1789 1.1138 3.7424 1.0 -1.7 1.4 0.54
C 6.1555 0.0278 4.1896 -1.0 -1.7 0.0 -1.46
C 0.6632 0.7001 2.2611 0.5 -0.5 -2.5 0.22
C -2.0903 -1.2600 -3.7067 -3.1 -0.7 -3.5 0.91
C -1.0888 -1.7525 -2.8819 -1.3 0.8 -2.6 0.47
C -2.3474 -2.2932 -4.7315 0.7 1.3 1.3 -1.22
C -5.0225 0.8864 -4.1793 -2.1 2.5 0.3 -0.18
C -6.0964 -0.0476 -3.5410 1.5 1.0 0.5 -0.99
C -0.4022 -1.2185 -1.7996 1.7 -2.8 2.9 0.24
C -0.3607 0.5236 0.0013 0.6 -1.9 0.0 0.62
C 1.9293 0.6298 3.1171 -4.7 -0.7 1.4 0.08
C -1.4764 -3.3038 -4.5022 0.5 -2.4 -1.6 -0.32
C 5.3340 2.2765 4.6605 -2.6 0.8 2.2 -1.43
C -0.4439 1.4090 2.6559 -0.7 0.5 -2.7 -0.64
C -3.0371 -0.0578 -3.6458 4.1 -1.1 2.5 0.42
C 0.6376 0.2173 0.8708 0.6 1.2 2.2 -0.91
H 5.8672 -0.8393 3.5832 0.4 -0.2 0.1 0.38
H 5.3282 2.0980 5.7999 -0.1 -0.6 -1.8 0.30
H -6.7617 -0.4572 -4.2550 -0.5 -0.5 -0.9 0.34
H -3.0430 -2.2623 -5.5561 -0.1 0.2 0.2 0.44
H -1.2116 0.5639 -1.9080 0.6 -0.3 0.7 0.39
H -4.6165 1.7077 -3.4259 -1.2 -1.6 -1.7 0.30
H 6.0858 -0.3269 5.2587 0.0 0.9 -1.0 0.31
H 1.4273 -0.2971 0.4689 2.0 -1.3 -0.5 0.60
H 6.2425 2.7481 4.5008 1.6 1.3 -0.6 0.47
H -2.7582 2.7836 2.9781 0.8 -0.2 0.1 0.31
H 4.4468 2.9412 4.5518 0.9 0.1 -0.2 0.35
H -6.6823 0.5939 -2.8898 -0.1 -0.3 0.5 0.32
H -2.2155 1.2475 -0.2490 -0.8 0.5 0.4 0.53
H -1.3661 -4.2890 -5.1501 0.1 2.3 2.0 0.32
H 5.4784 1.3160 2.6839 -1.1 0.2 0.8 0.32
H 1.3601 -4.0462 -1.1526 -0.9 0.3 0.1 0.40
H -0.4383 1.7825 3.6033 -0.3 1.1 2.6 0.58
H -5.5762 -0.8800 -3.0282 -0.5 0.6 0.1 0.30
H -5.4415 1.3237 -5.1496 0.5 -0.1 1.6 0.25
H 7.1550 0.2703 3.8998 0.8 0.3 0.2 0.43
```
Positions in Å, forces in eV/Å.

HOMO-LUMO gap in eV: 8.37
Net charge: 0
Energy above the lowest of the compared OMol25 structures with the same formula, charge and spin in kJ/mol: 639.92
Spin multiplicity: 1
Structure (SMILES): CCOC(=O)c1ccn2ncnc(Nc3cc(O)cc(-c4nnn(C(C)C)n4)c3)c12
HOMO level in eV: -8.227
E_tot in eV: -38086.149
LUMO in eV: 0.14

=====

No. 5
ORCA calculation (ωB97M-V with the def2-TZVPD basis set) on C5H5NOS in the gas phase at a distorted geometry.

Structure (XYZ):
```
13
Properties=species:S:1:pos:R:3:forces:R:3:mulliken_charge:R:1
S -0.7419 -1.6625 0.0627 1.6 0.7 -0.1 -0.23
O 4.1285 0.5972 -0.0114 0.7 0.9 -0.1 -0.30
N 0.1921 0.8392 0.0513 0.6 0.1 -0.4 -0.53
C 3.1206 0.0642 0.0195 -0.6 -0.9 0.4 0.80
C 2.0711 -0.7228 0.1472 -2.3 2.4 0.5 -0.96
C -2.0033 -0.3759 -0.0802 2.3 0.6 0.1 -0.48
C 0.6440 -0.3228 0.1613 -0.9 -0.4 -0.7 0.56
C -1.2290 0.9803 0.0465 -1.5 1.1 -2.7 -0.45
H -1.3674 1.6009 0.8806 -1.1 0.4 1.6 0.32
H 2.1307 -1.6836 -0.1528 1.1 -3.2 -0.7 0.35
H -2.6698 -0.6187 0.6660 -1.5 0.1 2.0 0.35
H -1.6942 1.6672 -0.8296 1.7 -1.4 1.6 0.21
H -2.5813 -0.3626 -0.9611 -0.1 -0.4 -1.4 0.35
```
Positions in Å, forces in eV/Å.

HOMO-LUMO gap in eV: 9.24
Net charge: 0
Energy above the lowest of the compared OMol25 structures with the same formula, charge and spin in kJ/mol: 219.85
Spin multiplicity: 1
Structure (SMILES): O=C=CC1=NCCS1
HOMO level in eV: -8.713
E_tot in eV: -19636.713
LUMO in eV: 0.53

=====

No. 6
ORCA calculation (ωB97M-V with the def2-TZVPD basis set) on a gas-phase ion, C5H2O6S (charge -2) at a distorted geometry.

Structure (XYZ):
```
14
Properties=species:S:1:pos:R:3:forces:R:3:mulliken_spin:R:1
S -0.9066 0.6438 -2.2531 -0.9 -0.3 -0.1 0.01
O 2.5491 1.5667 -0.2216 -0.6 -0.5 0.8 -0.12
O -0.1192 -0.2950 -3.0653 0.6 0.1 1.0 0.03
O 1.8136 0.4030 1.4507 2.2 -0.3 3.9 -0.20
O -2.0564 -1.2338 0.3596 0.3 -0.2 -0.2 0.24
O -2.3171 0.2712 -2.3509 -0.7 0.6 -0.2 0.04
O -0.6056 2.0416 -2.5902 -0.2 -0.5 0.6 0.01
C -0.5773 0.4424 -0.4842 1.3 -0.3 -1.5 0.94
C -0.1352 -0.9362 1.5230 -0.1 -1.9 2.3 0.00
C -0.9657 -0.6133 0.3994 -1.9 1.1 -1.5 0.29
C 1.6230 0.9087 0.2317 -0.1 1.4 -3.3 0.65
C 1.0073 -0.4798 2.0595 -1.9 0.2 -3.5 0.08
H -0.6709 -1.7997 2.0163 0.9 1.0 0.1 0.00
H 1.3610 -0.9196 2.9251 1.0 -0.4 1.7 0.03
```
Positions in Å, forces in eV/Å.

HOMO-LUMO gap (alpha / beta) in eV: 4.25 / 6.27
Net charge: -2
Spin multiplicity: 3
HOMO level (alpha / beta) in eV: 1.716 / -0.425
E_tot in eV: -28331.512
LUMO (alpha / beta) in eV: 5.96 / 5.85

=====

No. 7
ORCA calculation (ωB97M-V with the def2-TZVPD basis set) on C9H12Cl2Se in the gas phase at a distorted geometry.

Structure (XYZ):
```
24
Properties=species:S:1:pos:R:3:forces:R:3:mulliken_charge:R:1
Se 2.3908 -0.3825 0.0689 0.0 -0.4 -0.1 0.06
Cl 0.5500 -3.0161 -0.4111 0.3 -2.5 0.5 -0.13
Cl 1.6587 2.9644 -0.1169 0.6 0.7 0.2 -0.14
C -0.9145 -0.8742 0.6031 0.6 -0.1 -5.1 0.29
C 0.9032 -0.6449 -1.2702 -0.8 2.3 0.7 -0.62
C 0.4328 1.9768 0.5260 -1.1 0.0 -1.2 -0.75
C -0.2201 -1.5138 -0.7127 -0.8 1.0 1.4 -0.56
C 0.0161 -0.9647 1.7583 1.3 1.1 0.9 -0.92
C -0.4949 1.4176 -0.5775 1.5 0.1 1.0 0.57
C 1.5791 -0.9304 1.6593 -1.7 0.8 0.2 -0.54
C -1.5074 0.4494 -0.0715 -0.2 -0.4 2.9 -1.28
C 0.3301 0.7616 -1.7406 -2.9 -2.5 0.5 -1.06
H -1.0480 -1.7382 -1.3895 0.4 0.4 -0.4 0.53
H -0.4672 0.3583 -2.5302 1.8 1.6 1.0 0.31
H 1.9709 -0.5829 2.6447 0.3 -0.4 -1.2 0.43
H -2.0892 0.2497 -0.9762 -0.4 -0.7 0.5 0.39
H -0.1767 -1.9323 2.2408 -0.3 0.6 0.5 0.44
H -1.8213 -1.4030 0.7989 -0.4 -0.9 0.3 0.47
H -1.1051 2.2650 -0.8703 0.2 0.5 -0.8 0.32
H -0.2377 -0.0416 2.3195 0.0 -0.9 0.8 0.32
H 1.0598 1.4717 -2.0394 0.6 0.2 -1.0 0.50
H 1.3684 -1.1658 -2.0832 0.3 -0.1 -0.5 0.57
H -2.2013 0.8790 0.7298 0.8 -0.1 -1.2 0.35
H 0.0233 2.3972 1.4402 -0.1 -0.3 0.0 0.44
```
Positions in Å, forces in eV/Å.

HOMO-LUMO gap (alpha / beta) in eV: 8.44 / 6.81
Net charge: 0
Spin multiplicity: 1
HOMO level (alpha / beta) in eV: -7.908 / -6.840
E_tot in eV: -99914.246
LUMO (alpha / beta) in eV: 0.53 / -0.03

=====

No. 8
ORCA calculation (ωB97M-V with the def2-TZVPD basis set) on 5 unconnected molecules or ions with the total composition C29H52N6O10S at a distorted geometry.

Structure (XYZ):
```
98
Properties=species:S:1:pos:R:3:forces:R:3:mulliken_charge:R:1
S 3.8241 -0.7826 3.6971 -5.0 -2.4 -2.3 -0.10
O -4.0232 -3.7739 -4.4837 -1.0 -0.8 1.1 -0.52
O -0.0136 -1.1526 7.1851 1.6 0.2 0.6 -0.51
O -5.4456 -0.1219 6.2468 0.7 1.6 -0.1 -0.51
O -8.0106 -6.2427 -3.1245 -1.5 0.3 0.9 -0.46
O 1.5318 -0.6415 8.6695 -0.8 -0.6 -1.6 -0.51
O -2.8275 0.4499 1.9370 5.4 -5.3 -3.0 -0.55
O -5.0984 2.0128 6.6662 0.2 -1.6 -0.7 -0.53
O 2.1189 -0.0313 0.2252 -7.4 -3.8 1.4 -0.37
O -5.5541 -4.2453 -2.9714 1.4 -0.2 -1.2 -0.41
O -9.6196 -6.6264 -1.6695 1.0 0.9 -1.3 -0.50
N -4.6493 -4.5532 -3.7558 -0.3 1.0 0.0 0.79
N 1.1576 -1.0768 7.5743 -0.6 0.4 0.9 0.81
N 1.4322 -2.3732 2.5217 4.2 7.2 1.8 -0.48
N -9.0335 -5.9282 -2.5050 0.3 -1.1 0.3 0.78
N -2.9433 -0.3264 -1.1118 1.9 -2.1 1.4 -0.14
N -4.8450 0.9478 6.0913 -0.8 -0.1 0.7 0.86
C -0.3221 2.2921 -2.5212 0.0 0.1 -0.7 0.22
C 2.3916 -1.5186 3.0682 0.1 -3.0 -1.3 0.28
C 6.5092 -1.5631 -1.0213 0.4 1.0 1.2 -0.51
C -3.6363 -2.7817 -0.3547 -0.8 -0.5 0.8 -0.57
C 4.0479 4.8824 -1.0378 0.3 1.1 0.0 -0.70
C -1.5510 2.9828 -1.6844 -0.4 0.6 -0.3 -0.27
C -4.2841 -5.9937 -3.8269 0.2 -0.2 -0.2 -0.73
C -4.0652 -1.2095 -0.5494 -1.4 -0.5 -0.6 -0.52
C 0.2264 3.8841 0.2359 0.2 1.5 0.8 0.27
C -3.7136 0.9593 5.1252 0.2 -0.2 -0.2 -0.69
C -0.9322 -1.3960 2.2494 3.0 0.9 -2.5 -0.67
C 0.0175 -0.4505 -2.3745 1.2 0.6 0.4 -1.03
C -0.6680 0.8249 -3.1741 0.4 0.1 -0.8 -0.51
C -1.1069 4.1918 -0.6680 -0.9 -0.1 0.6 -0.88
C 1.4371 4.9698 -0.1327 0.1 -0.5 -0.4 -0.80
C 2.2087 -1.5540 6.6358 0.2 0.0 0.0 -0.53
C 0.4847 -1.4850 1.7455 -4.6 0.6 1.3 0.21
C 5.3493 2.1752 -1.6461 -0.8 -0.5 -0.6 0.10
C 7.0027 0.0348 -1.0484 1.0 -1.3 -1.2 -0.54
C -9.6075 -4.5865 -2.7946 -0.2 0.2 0.1 -0.66
C -0.2878 -0.4761 -0.7613 -3.1 0.0 1.7 0.15
C 2.6251 4.0893 -0.8542 0.2 0.7 -0.4 0.29
C -1.6954 -0.3942 -0.2588 2.5 -0.6 -0.5 0.90
C 5.4132 -1.6505 0.2187 0.3 0.6 -1.0 -0.64
C 6.2628 0.9275 -2.2030 -1.1 0.1 -0.1 -0.64
C 6.0157 3.0319 -0.4214 0.0 -1.1 0.7 -0.37
C -1.9262 -0.3744 1.3961 -2.6 2.8 1.2 0.10
C 5.2447 4.4184 -0.0232 0.1 1.1 -0.1 -0.67
C 0.9076 -0.5909 0.4017 3.6 2.1 -1.7 0.20
H -3.9512 1.6888 4.3481 0.1 -0.1 0.2 0.29
H 6.0939 -1.9311 -2.0515 0.7 0.8 2.0 0.31
H -1.3561 -1.9745 3.1749 1.1 1.4 -1.9 0.32
H 2.7901 3.1207 -0.2096 -0.3 1.7 -1.5 -0.05
H 4.4544 4.8679 -2.1587 -1.0 -0.1 2.4 0.31
H 6.8702 0.4170 0.0488 0.4 -0.4 -2.3 0.26
H -2.8138 1.2432 5.6749 -0.2 0.1 -0.1 0.30
H -2.7339 -0.7781 -2.0508 0.1 1.0 1.5 0.37
H -3.6048 -0.0392 4.6965 -0.1 0.3 0.2 0.28
H 1.1956 -0.2992 -2.4910 -2.5 -0.3 0.4 0.19
H -0.0191 4.0647 1.3898 0.3 -0.5 -2.5 0.43
H 1.0314 5.7850 -0.8887 0.8 -1.7 1.5 0.29
H -8.8474 -3.8425 -2.5474 -0.1 -0.2 -0.2 0.24
H 6.0073 -1.7813 1.2208 -1.4 0.0 -1.9 0.25
H 5.0809 2.8286 -2.6086 0.7 -1.2 2.3 0.21
H 3.1861 -1.4289 7.1068 -0.3 0.0 0.0 0.31
H -4.9103 -1.2000 -1.3922 1.9 0.0 1.8 0.32
H -0.1759 0.8209 -4.2617 -1.1 -0.2 2.3 0.38
H -2.6658 -2.9574 0.2756 -1.7 0.6 -1.1 0.19
H -5.1738 -6.5442 -4.1394 0.1 0.1 0.2 0.27
H 4.3101 1.6947 -1.3082 2.2 1.2 -0.5 -0.26
H -10.5001 -4.4443 -2.1816 0.3 -0.2 -0.1 0.31
H 0.6366 2.7902 0.1627 -0.9 2.1 -0.1 -0.37
H 5.9627 2.3337 0.5457 0.2 1.4 -2.1 0.09
H -3.5011 -3.3770 -1.3657 -0.3 1.5 1.9 0.05
H -2.2178 2.2346 -1.0780 1.5 1.1 -1.3 -0.03
H -0.2061 -1.4958 -2.8904 0.1 2.2 1.2 0.33
H -0.0952 3.0155 -3.4406 -0.4 -1.5 2.0 0.44
H 7.1832 3.1808 -0.6135 -2.6 -0.1 0.3 0.31
H 3.8403 6.0365 -0.8135 0.4 -2.4 -0.4 0.38
H 5.5093 0.2036 -2.7805 1.6 1.6 1.1 0.23
H -4.5856 -0.7305 0.4071 1.6 -1.1 -2.0 0.29
H 4.6307 -2.4913 -0.0053 1.5 1.6 0.9 0.27
H 6.9818 1.3683 -3.0198 -1.0 -1.0 1.8 0.35
H 2.0123 -2.6082 6.4294 -0.1 0.2 -0.1 0.31
H 2.1381 -0.9516 5.7279 -0.1 -0.2 0.3 0.08
H 1.7995 5.5753 0.8199 -0.6 -1.5 -1.9 0.25
H -2.0104 4.3327 0.0991 1.8 -0.3 -1.8 0.26
H -3.9566 -6.3002 -2.8313 -0.2 0.0 -0.1 0.30
H 4.7817 4.4235 1.0739 1.1 -0.3 -2.3 0.27
H -1.0460 5.2310 -1.2509 0.2 -2.4 1.2 0.35
H -2.2681 3.4817 -2.4973 1.4 -1.2 1.7 0.32
H -1.8215 0.7185 -3.3482 2.2 0.1 0.5 0.25
H 2.2340 3.8483 -1.9550 0.8 0.1 2.5 0.01
H 4.8786 -0.5943 0.2589 0.8 -2.4 0.0 0.07
H 7.4643 -2.1823 -0.7251 -2.0 1.0 -0.7 0.28
H -3.4783 -6.1185 -4.5533 -0.2 0.2 0.2 0.32
H -4.5196 -3.3008 0.2581 1.9 1.0 -1.5 0.31
H 0.6845 2.1860 -1.9322 -2.0 0.3 -0.9 -0.52
H 6.0578 5.2861 -0.0284 -1.7 -1.8 0.0 0.28
H -9.8604 -4.5585 -3.8565 0.2 0.0 0.2 0.28
H 8.1546 -0.0219 -1.3568 -2.4 0.4 1.0 0.30
```
Positions in Å, forces in eV/Å.

HOMO-LUMO gap in eV: 7.13
Net charge: 0
Spin multiplicity: 1
Structure (SMILES): CCCCCCCCCCCCCCCCC1=C(NCC)C(=O)C=C(N=C=S)C1=O.C[N+](=O)[O-].C[N+](=O)[O-].C[N+](=O)[O-].C[N+](=O)[O-]
HOMO level in eV: -9.089
E_tot in eV: -71139.674
LUMO in eV: -1.96